Below is C48H57BrF4N6O6P2W as an isolated structure in a non-equilibrium geometry, with properties calculated with the ωB97M-V functional and the def2-TZVPD basis.

Structure (XYZ):
```
125
Properties=species:S:1:pos:R:3:lowdin_charge:R:1
W 13.50 11.14 14.04 1.327
F 14.30 16.35 6.83 0.192
C 14.56 15.55 7.81 -0.146
C 15.83 15.00 7.92 -0.149
F 16.71 15.25 7.00 0.179
C 16.11 14.12 8.96 -0.187
F 17.30 13.52 8.92 0.113
C 15.19 13.84 9.97 -0.303
P 15.58 12.77 11.44 1.073
C 17.13 13.39 12.11 -0.380
C 17.05 14.15 13.28 -0.097
C 18.20 14.64 13.86 -0.073
C 19.42 14.44 13.24 -0.056
C 19.50 13.67 12.08 -0.067
C 18.38 13.13 11.54 -0.117
C 16.04 11.21 10.68 -0.376
C 17.12 10.37 11.07 -0.077
C 17.26 9.11 10.51 -0.070
C 16.40 8.69 9.50 -0.061
C 15.35 9.51 9.07 -0.057
C 15.14 10.73 9.72 -0.156
C 13.90 14.36 9.83 -0.607
Br 12.52 13.95 11.01 0.905
C 13.60 15.24 8.78 -0.252
F 12.41 15.79 8.67 0.101
H 16.06 14.28 13.75 0.082
H 18.08 15.12 14.83 0.100
H 20.31 14.87 13.68 0.117
H 20.50 13.53 11.67 0.122
H 18.44 12.54 10.63 0.105
H 17.79 10.68 11.83 0.068
H 18.05 8.44 10.83 0.121
H 16.53 7.71 9.07 0.109
H 14.62 9.25 8.29 0.124
H 14.31 11.33 9.37 0.111
O 17.08 13.62 17.13 -0.048
H 17.19 14.54 17.40 0.016
H 17.67 13.18 17.75 0.050
O 13.11 10.16 11.97 -0.133
H 13.75 10.14 11.23 0.052
H 12.91 9.24 12.18 0.074
C 15.79 7.78 13.55 -0.094
O 15.90 8.60 14.68 -0.291
P 15.74 10.18 14.77 0.649
O 16.06 10.41 16.29 -0.309
C 16.24 9.46 17.33 -0.063
O 16.98 10.84 14.04 -0.321
C 18.30 10.53 14.44 -0.068
H 16.76 7.69 13.03 0.092
H 15.11 8.17 12.81 0.065
H 15.52 6.77 13.88 0.106
H 16.56 10.09 18.16 0.097
H 17.01 8.73 17.10 0.099
H 15.28 9.00 17.59 0.078
H 18.60 9.53 14.11 0.102
H 18.41 10.62 15.50 0.089
H 18.94 11.23 13.94 0.085
C 10.61 8.35 15.09 -0.012
C 11.66 9.28 15.82 -0.530
C 10.83 10.50 16.21 -0.044
C 12.77 9.59 14.90 -0.242
C 12.22 8.48 17.02 -0.191
C 12.71 7.20 16.82 -0.048
C 13.37 6.50 17.84 -0.052
C 13.57 7.13 19.07 -0.073
C 13.00 8.38 19.27 -0.078
C 12.32 9.04 18.27 -0.064
H 10.28 8.82 14.18 0.067
H 9.80 8.28 15.80 0.093
H 10.92 7.33 14.88 0.078
H 10.30 10.87 15.33 0.063
H 11.42 11.32 16.62 0.067
H 10.07 10.22 16.95 0.108
H 13.34 8.70 14.70 0.039
H 12.65 6.74 15.85 0.103
H 13.67 5.48 17.59 0.113
H 14.10 6.60 19.88 0.120
H 13.11 8.82 20.25 0.113
H 11.86 9.97 18.52 0.100
C 13.69 11.94 17.78 0.002
C 13.68 12.96 16.73 -0.308
N 13.74 12.78 15.41 -0.046
C 13.69 14.04 14.82 -0.133
C 13.58 14.95 15.80 -0.024
N 13.58 14.28 17.02 0.027
C 13.22 14.89 18.30 -0.061
N 14.20 14.78 19.31 -0.064
N 13.95 13.93 20.35 0.060
N 14.89 14.05 21.21 0.098
C 15.84 15.00 20.72 -0.207
C 16.96 15.59 21.31 0.005
C 17.64 16.58 20.62 -0.053
C 17.19 17.00 19.34 -0.061
C 16.07 16.42 18.79 -0.041
C 15.40 15.44 19.51 -0.190
H 13.46 10.99 17.34 0.039
H 13.00 12.18 18.59 0.086
H 14.73 11.85 18.24 0.120
H 13.74 14.19 13.76 0.058
H 13.54 16.01 15.74 0.126
H 12.31 14.46 18.71 0.148
H 13.10 15.96 18.08 0.153
H 17.26 15.38 22.36 0.133
H 18.48 17.10 21.03 0.107
H 17.73 17.77 18.83 0.111
H 15.74 16.76 17.85 0.098
O 11.71 12.24 13.62 -0.206
C 10.52 12.16 13.19 -0.479
C 9.48 13.06 13.83 -0.070
C 9.05 14.18 12.86 -0.167
C 8.05 13.74 11.78 -0.197
C 8.57 12.72 10.83 -0.189
C 8.94 11.39 11.46 -0.128
N 10.22 11.36 12.21 0.130
H 9.95 13.44 14.74 0.125
H 8.58 12.45 14.08 0.145
H 9.90 14.66 12.44 0.081
H 8.59 14.93 13.48 0.116
H 7.73 14.63 11.21 0.127
H 7.16 13.40 12.31 0.123
H 9.41 13.16 10.30 0.104
H 7.82 12.47 10.06 0.131
H 9.05 10.62 10.70 0.128
H 8.12 11.07 12.14 0.137
H 10.99 10.82 11.82 0.127
```

Values from the calculation:
Energy above the lowest of the compared OMol25 structures with the same formula, charge and spin in kJ/mol: 0.00
Kohn-Sham gap (alpha / beta) in eV: 8.03 / 7.98
Net charge: +2
Molecular weight in g/mol: 1215.7
2S+1: 3
LUMO energy (alpha / beta) in eV: -4.71 / -5.06